Record 1
Computed, not measured: one molecule with the formula C4H7NO at a distorted geometry, with wB97M-V/def2-TZVPD.

- Energy relative to the best compared isomer or geometry (same formula, charge and spin): 131.71 kcal per mole
- Electronic energy: -286.42176 Eh
- HOMO energy: -0.2572 hartree
- Molecular weight: 85.1 g/mol
- LUMO level: 0.8 eV
- HOMO-LUMO gap: 7.8 eV
- Net charge: 0

CARTESIAN COORDINATES (ANGSTROEM)
1 C -1.205 -0.703 0.213
2 O -0.045 -1.520 0.243
3 C 1.097 -0.866 -0.216
4 C 0.549 1.030 0.823
5 N 0.566 0.566 -0.662
6 C -0.692 0.720 0.094
7 H -1.766 -0.848 1.138
8 H -1.828 -0.996 -0.647
9 H 1.839 -0.895 0.613
10 H 1.512 -1.322 -1.106
11 H 0.798 2.081 0.865
12 H 0.672 1.235 -1.455
13 H -1.401 1.486 -0.232

Force components x, y, z for each atom (eV/Å):
-0.1925 0.1758 0.1078
0.0205 -0.0958 -0.1247
-0.1265 0.2151 -1.4488
-0.5086 1.0757 1.0578
1.0396 -0.6878 1.2735
-0.1362 -0.0782 0.3654
0.0976 -0.0761 -0.0506
0.0513 0.1784 0.1482
-0.5043 0.9018 -0.9461
-0.1179 -0.5028 -0.5188
-0.4120 0.5711 -0.1125
0.5891 -1.4353 0.6364
0.1997 -0.2420 -0.3877

=====

Record 2
Computed, not measured: one molecule with the formula C15H21N5O3 at a distorted geometry, with wB97M-V/def2-TZVPD.

- Energy relative to the best compared isomer or geometry (same formula, charge and spin): 0.00 kcal per mole
- Electronic energy: -1083.77635 Eh
- HOMO energy: -0.3052 hartree
- SMILES: Cn1c(=O)c2c(ncn2CC(=O)N2CCCCCC2)n(C)c1=O
- Molecular weight: 319.4 g/mol
- LUMO level: 0.6 eV
- HOMO-LUMO gap: 8.9 eV
- Net charge: 0

CARTESIAN COORDINATES (ANGSTROEM)
1 C -3.668 2.871 -0.050
2 N -3.450 1.434 -0.086
3 C -2.213 0.980 -0.540
4 O -1.333 1.742 -0.909
5 C -2.149 -0.445 -0.511
6 C -3.205 -1.240 -0.091
7 N -2.877 -2.548 -0.172
8 C -1.640 -2.554 -0.622
9 N -1.152 -1.324 -0.866
10 C 0.172 -0.942 -1.257
11 C 1.156 -1.265 -0.116
12 O 0.772 -1.860 0.871
13 N 2.435 -0.881 -0.289
14 C 2.943 -0.192 -1.456
15 C 4.025 0.842 -1.128
16 C 3.677 1.719 0.078
17 C 4.174 1.131 1.399
18 C 3.414 -0.115 1.842
19 C 3.365 -1.212 0.778
20 N -4.380 -0.700 0.327
21 C -5.461 -1.557 0.763
22 C -4.531 0.670 0.343
23 O -5.557 1.198 0.712
24 H -3.895 3.184 0.969
25 H -4.510 3.134 -0.690
26 H -2.758 3.350 -0.402
27 H -1.077 -3.449 -0.790
28 H 0.470 -1.479 -2.163
29 H 0.143 0.135 -1.448
30 H 3.351 -0.925 -2.167
31 H 2.121 0.329 -1.945
32 H 4.141 1.467 -2.016
33 H 4.985 0.354 -0.953
34 H 4.145 2.697 -0.055
35 H 2.598 1.875 0.124
36 H 5.236 0.892 1.301
37 H 4.081 1.888 2.180
38 H 2.386 0.147 2.099
39 H 3.887 -0.519 2.739
40 H 3.005 -2.136 1.240
41 H 4.352 -1.392 0.349
42 H -6.249 -0.924 1.165
43 H -5.092 -2.243 1.524
44 H -5.838 -2.136 -0.081

Force components x, y, z for each atom (eV/Å):
-0.0191 0.3155 -0.0034
0.0204 0.2338 -0.0012
0.1075 -0.3340 -0.0600
0.1390 0.0680 -0.0340
-0.7705 -0.2789 0.3201
1.3077 0.5282 -0.4896
-0.5559 -0.1761 0.2061
0.0335 0.1584 -0.1002
-0.2618 -0.0773 -0.0958
0.4107 -0.0384 0.1460
-0.2275 0.0897 -0.3244
-0.1185 -0.1034 0.2234
0.2325 0.0487 0.1271
0.2025 0.0355 -0.4035
-0.2937 0.0407 0.0224
0.3210 -0.0123 0.0170
-0.3236 -0.0021 0.0532
0.2478 -0.0097 -0.1354
-0.1261 -0.1839 0.4663
-0.0767 0.0444 0.0555
-0.2699 -0.1269 0.1007
-0.0766 -0.2435 0.0232
-0.2185 0.2140 0.0729
-0.0105 0.0109 -0.0637
0.0348 0.0174 0.0552
-0.1170 -0.0398 0.0437
0.2426 -0.1349 -0.0394
-0.0238 0.1389 0.0444
0.0533 -0.2084 -0.0890
-0.0759 0.1183 -0.0269
0.0356 -0.0555 -0.0124
0.0532 -0.0681 -0.0359
0.0405 -0.0082 -0.0602
-0.0773 0.0285 -0.0185
-0.0975 0.1071 -0.0049
0.0683 0.0402 0.0144
0.0877 0.0105 0.0268
-0.0371 -0.0490 0.0604
-0.0437 -0.0275 0.0689
0.1568 0.0935 -0.1229
0.0147 -0.0379 -0.0204
0.0916 -0.1037 -0.0431
-0.0508 -0.0072 -0.0109
-0.0294 -0.0153 0.0480

=====

Record 3
Computed, not measured: a 2-piece molecular cluster, C6H14N2O2 overall at a distorted geometry, with wB97M-V/def2-TZVPD.

- Energy relative to the best compared isomer or geometry (same formula, charge and spin): 61.16 kcal per mole
- Electronic energy: -496.96007 Eh
- HOMO energy: -0.2739 hartree
- SMILES: C/C(N)=C/O.CNC(C)=O
- Molecular weight: 146.2 g/mol
- LUMO level: 0.5 eV
- HOMO-LUMO gap: 8.0 eV
- Net charge: 0

CARTESIAN COORDINATES (ANGSTROEM)
1 C 0.179 -1.303 2.189
2 C 0.950 -0.406 1.264
3 N 1.180 0.892 1.644
4 C 1.489 -0.907 0.107
5 O 2.593 -0.301 -0.453
6 H -0.594 -0.740 2.721
7 H 0.856 -1.723 2.939
8 H -0.296 -2.110 1.621
9 H 1.282 1.522 0.852
10 H 0.553 1.237 2.366
11 H 1.528 -1.976 -0.082
12 H 2.587 0.664 -0.353
13 C -1.963 0.824 0.003
14 N -1.561 -0.313 -0.790
15 C -0.543 -0.430 -1.745
16 C 0.086 0.837 -2.281
17 O -0.600 -1.445 -2.468
18 H -2.182 0.461 1.011
19 H -2.881 1.245 -0.417
20 H -1.202 1.602 0.044
21 H -2.227 -1.073 -0.874
22 H 1.100 0.601 -2.616
23 H 0.140 1.635 -1.540
24 H -0.472 1.207 -3.144

Force components x, y, z for each atom (eV/Å):
-0.1607 0.3203 -0.1793
0.0943 -2.0503 -1.8819
0.0955 0.9891 0.3013
0.6915 0.1217 2.7970
0.1357 0.8214 -1.1256
-0.0816 -0.1180 -0.0194
-0.1196 -0.0325 -0.0660
0.1516 0.1234 0.1932
-0.1145 0.0950 0.6111
0.2083 0.0787 -0.4064
-0.4962 0.2365 -0.1678
-0.0083 -0.5332 0.0693
-0.2890 -0.4078 -0.0705
1.1876 -0.1783 -0.6924
-3.7126 -0.8307 -2.0879
1.1519 -0.1499 0.6971
1.1907 1.1894 1.4677
0.0681 0.3532 0.0869
0.0332 0.2441 0.1483
-0.0319 -0.1934 0.0184
0.2980 0.1058 0.1221
-0.1497 0.0661 0.0264
0.0410 0.0429 -0.0283
-0.1832 -0.2937 0.1866

=====

Record 4
Computed, not measured: a 10-piece molecular cluster, C26H66Cl2N18O11 overall at a distorted geometry, with wB97M-V/def2-TZVPD.

- Energy relative to the best compared isomer or geometry (same formula, charge and spin): 119.04 kcal per mole
- Electronic energy: -3763.99815 Eh
- HOMO energy: -0.3418 hartree
- SMILES: CCCCCCCCCC[C@@H]1OC(=O)C[C@H]1[C@@H](Cl)[C@H](C)Cl.NC(N)=O.NC(N)=O.NC(N)=O.NC(N)=O.NC(N)=O.NC(N)=O.NC(N)=O.NC(N)=O.NC(N)=O
- Molecular weight: 877.8 g/mol
- LUMO level: 0.3 eV
- HOMO-LUMO gap: 9.6 eV
- Net charge: 0

CARTESIAN COORDINATES (ANGSTROEM)
1 C 6.180 -2.805 0.465
2 C 5.275 -2.500 -0.902
3 C 6.311 -1.931 -2.035
4 C 6.118 -0.355 -2.436
5 C 4.559 0.133 -2.614
6 C 4.348 1.360 -1.497
7 C 2.718 1.727 -1.557
8 C 2.330 2.271 -0.060
9 C 0.724 2.398 0.241
10 C 0.029 0.990 0.784
11 C -0.494 0.002 -0.418
12 O -0.414 0.598 -1.778
13 C -1.628 1.291 -2.237
14 O -1.753 1.937 -3.399
15 C -2.677 0.986 -1.014
16 C -2.100 -0.463 -0.411
17 C -2.607 -1.534 -1.545
18 Cl -1.215 -2.533 -2.319
19 C -3.673 -2.674 -0.945
20 C -4.531 -3.196 -2.278
21 Cl -4.897 -1.979 0.260
22 H 6.548 -1.729 0.828
23 H 7.125 -3.442 0.173
24 H 5.568 -3.364 1.291
25 H 4.740 -3.460 -1.322
26 H 4.434 -1.758 -0.570
27 H 7.408 -2.036 -1.591
28 H 6.282 -2.586 -3.004
29 H 6.655 -0.162 -3.458
30 H 6.651 0.349 -1.636
31 H 3.760 -0.718 -2.430
32 H 4.355 0.512 -3.728
33 H 5.027 2.290 -1.709
34 H 4.515 0.857 -0.452
35 H 2.532 2.529 -2.418
36 H 2.191 0.731 -1.878
37 H 2.844 1.653 0.805
38 H 2.778 3.374 0.020
39 H 0.618 3.165 1.150
40 H 0.111 2.892 -0.649
41 H -0.892 1.274 1.476
42 H 0.801 0.445 1.496
43 H 0.106 -1.001 -0.212
44 H -2.558 1.824 -0.175
45 H -3.788 0.996 -1.385
46 H -2.415 -0.627 0.716
47 H -3.214 -0.997 -2.419
48 H -3.039 -3.578 -0.550
49 H -3.782 -3.580 -3.120
50 H -5.092 -2.269 -2.777
51 H -5.307 -4.036 -2.029
52 N -6.125 -3.395 -5.980
53 C -6.029 -4.646 -5.494
54 N -6.995 -5.483 -5.912
55 O -5.138 -4.993 -4.734
56 H -6.852 -3.091 -6.606
57 H -5.418 -2.733 -5.690
58 H -6.960 -6.435 -5.569
59 H -7.738 -5.216 -6.537
60 N 6.201 4.836 0.820
61 C 5.689 4.933 -0.420
62 N 4.821 5.946 -0.588
63 O 5.988 4.163 -1.319
64 H 5.968 5.460 1.574
65 H 6.859 4.087 0.990
66 H 4.412 6.054 -1.507
67 H 4.562 6.590 0.140
68 N -3.785 -1.833 5.413
69 C -3.973 -1.681 4.090
70 N -4.342 -2.803 3.445
71 O -3.822 -0.612 3.520
72 H -3.905 -2.705 5.900
73 H -3.507 -1.013 5.936
74 H -4.494 -2.732 2.448
75 H -4.472 -3.692 3.897
76 N -6.727 -2.000 6.747
77 C -6.282 -2.020 8.017
78 N -7.118 -1.461 8.911
79 O -5.208 -2.506 8.332
80 H -7.609 -1.604 6.469
81 H -6.129 -2.410 6.043
82 H -6.820 -1.455 9.878
83 H -8.007 -1.055 8.671
84 N 10.297 4.197 1.088
85 C 9.599 3.438 0.225
86 N 10.291 3.041 -0.858
87 O 8.431 3.134 0.409
88 H 11.260 4.458 0.953
89 H 9.813 4.517 1.916
90 H 9.802 2.467 -1.533
91 H 11.254 3.281 -1.027
92 N -9.276 -2.148 -4.993
93 C -9.674 -2.498 -6.230
94 N -11.008 -2.537 -6.398
95 O -8.887 -2.759 -7.127
96 H -9.908 -1.930 -4.242
97 H -8.280 -2.107 -4.824
98 H -11.349 -2.796 -7.315
99 H -11.671 -2.326 -5.672
100 N -4.866 1.078 9.304
101 C -5.121 2.217 8.636
102 N -4.110 3.103 8.636
103 O -6.185 2.429 8.075
104 H -3.997 0.885 9.773
105 H -5.601 0.383 9.329
106 H -4.261 3.974 8.144
107 H -3.227 2.947 9.092
108 N 6.681 6.244 -3.713
109 C 6.493 6.396 -5.036
110 N 6.124 5.274 -5.681
111 O 6.645 7.465 -5.606
112 H 6.561 5.371 -3.226
113 H 6.960 7.064 -3.190
114 H 5.973 5.345 -6.678
115 H 5.995 4.385 -5.229
116 N 1.339 -3.906 1.035
117 C 1.784 -3.926 2.304
118 N 0.949 -3.367 3.198
119 O 2.859 -4.412 2.619
120 H 0.457 -3.510 0.756
121 H 1.938 -4.316 0.330
122 H 1.246 -3.361 4.165
123 H 0.060 -2.961 2.958

Force components x, y, z for each atom (eV/Å):
-0.1815 0.4086 -0.7217
0.6348 -0.3886 0.6353
0.4797 0.4303 0.1033
-0.0045 0.0323 -0.3826
0.5261 0.8183 0.2730
-1.9039 -1.2742 -1.2269
1.4701 -0.0824 0.3909
-0.5397 1.0246 -0.5789
-0.1290 0.4642 1.0993
-0.6096 0.9153 0.1211
-1.3275 -1.5065 0.5869
-1.1752 1.1340 -0.5908
0.1314 1.0580 -2.5674
1.1138 -4.3553 7.7404
-0.0619 0.4262 0.3286
0.2051 2.8693 -0.3118
-1.2180 -0.3703 1.0544
-1.2837 0.9655 0.7701
0.5599 -0.6898 -2.9401
0.4459 0.4212 -0.3818
1.2011 -0.4911 -0.9554
-0.7541 -2.4740 -0.5520
-1.8990 1.2261 0.6386
1.1621 1.2071 -1.5141
1.1073 1.7657 1.0032
1.6238 -1.1983 -0.8985
-2.2607 0.1425 -1.0074
-0.1115 1.2091 1.8187
-0.7853 -0.4255 1.9307
-1.2266 -1.5970 -1.6336
1.7975 1.6541 -0.1926
0.5089 -0.6590 2.4630
-1.2591 -2.0075 0.6232
0.0689 1.1518 -1.8854
0.1968 -1.6180 2.0534
0.6663 2.0241 0.8778
-1.0816 1.0241 -1.8842
-0.8785 -2.3281 -0.1408
0.1781 -1.6527 -1.8762
1.4436 -1.2736 1.7692
1.8139 -0.5549 -1.4675
-1.5606 0.9371 -1.6965
-0.7891 2.1409 -1.6932
-0.1795 -1.6902 -1.9497
2.2158 -0.1288 0.6946
0.2261 -0.0075 -2.5344
1.7710 -1.0788 1.8593
-1.4960 1.9113 -0.1928
-1.6329 0.6395 2.0738
1.0629 -1.9210 1.3310
1.6245 1.6751 -0.4282
0.3519 1.4677 -0.0192
0.4336 -0.0768 0.2453
-0.8370 -1.2599 -0.1242
0.1933 -0.1526 0.2243
-0.2232 -0.0372 -0.1068
-0.1798 -0.3252 -0.1797
0.0049 0.3948 -0.1543
0.1088 0.1208 0.0482
0.3908 -0.3020 0.9416
0.2809 -0.2433 0.3220
-1.0350 0.9918 -0.7741
0.0975 0.0240 -0.6455
-0.0828 -0.0817 -0.2384
0.1475 0.0516 -0.1429
0.1151 0.0228 0.3339
0.0629 -0.1550 -0.1353
0.3178 0.2689 1.1974
0.2080 0.6075 -0.1849
-0.4376 -1.0367 -0.9443
0.0951 0.1575 -0.1595
0.1095 0.1561 0.1044
-0.1835 -0.3455 -0.0824
0.0148 -0.0587 0.2699
0.0816 0.1568 -0.0410
-0.1597 -0.3317 -1.1717
0.3757 -0.2860 -0.2745
-0.4920 0.6086 1.3875
0.3479 -0.0753 0.0787
0.1912 -0.0180 0.0517
-0.2847 0.3464 0.2159
-0.2392 -0.1288 -0.3227
0.1713 -0.0192 0.0304
0.3292 0.8508 1.2053
-0.4400 -0.1729 -0.0545
0.2280 -0.6370 -1.1505
-0.0457 -0.1949 0.1694
-0.2005 -0.0495 0.0160
0.2574 -0.1164 -0.3242
0.1816 0.2301 0.2261
-0.2088 -0.0382 0.0489
0.8074 0.2981 0.9476
0.0695 0.0375 0.0852
-1.1706 -0.2092 -0.7005
0.3787 -0.2421 -0.3899
0.1176 -0.0502 -0.1620
-0.3104 -0.0635 0.0215
0.0906 0.1148 0.3641
0.1563 -0.0324 -0.1393
-0.1057 -1.2730 0.6527
-0.6997 0.0683 -0.3283
0.8583 1.2866 -0.2570
-0.0937 0.0024 -0.0251
-0.1627 0.0212 -0.1214
0.3118 0.1923 -0.1015
0.0884 -0.3521 0.1957
-0.1891 0.0212 -0.0952
0.2466 0.3148 1.2424
0.1678 0.7292 -0.1100
-0.4189 -1.0246 -1.1487
0.0040 0.1671 -0.1630
-0.0336 -0.0574 0.1957
-0.0978 -0.3557 -0.2225
0.0539 -0.0424 0.4226
0.0191 0.1722 -0.0235
-0.1117 -0.1567 -1.4808
0.8208 -0.3711 0.1677
-0.6488 0.5439 1.3348
0.0129 0.0090 0.0146
0.1452 -0.0915 0.0086
-0.2495 0.1829 0.2348
-0.1412 0.0142 -0.3925
0.1511 -0.0711 0.0513

=====

What is the LUMO level in the fourth record? 0.3 eV